No. 1
10
Properties=species:S:1:pos:R:3:forces:R:3:lowdin_charge:R:1 method="wB97M-V/def2-TZVPD" relative_energy_kj_mol=229.92 e_lumo_ev=-6.34 smiles="C=[N+]=CC" charge=+1 orbital_gap_ev=10.52
C -1.8786 0.1878 -0.0369 1.8781 -0.4785 -0.8808 0.17
C 0.4359 0.5823 0.0945 -3.9812 2.7920 -3.3286 -0.13
C 1.5595 -0.0562 -0.4037 1.9248 -3.8917 7.4843 0.00
N -0.6913 0.0672 0.4173 -1.0866 0.6260 -0.1390 0.13
H -2.7694 0.1999 0.4918 -1.3110 -0.4598 1.6596 0.09
H -1.9954 0.2778 -1.1182 0.1083 0.0436 0.0331 0.13
H 0.1581 1.6335 -0.2002 1.5714 -0.3214 1.0774 0.19
H 2.0265 -0.0313 -1.2944 1.2393 1.4483 -3.1376 0.07
H 2.3080 0.2708 0.5391 -0.9279 -0.8455 -2.4529 0.21
H 1.3675 -1.1595 -0.1892 0.5849 1.0871 -0.3154 0.13

No. 2
50
Properties=species:S:1:pos:R:3:forces:R:3:lowdin_charge:R:1 method="wB97M-V/def2-TZVPD" relative_energy_kj_mol=29.34 e_lumo_ev="4.06 / 3.29" s_squared=6.050 spin_multiplicity=5 charge=-2 orbital_gap_ev="5.08 / 4.96"
Rh 1.6836 -1.0826 0.1171 -0.6559 0.3142 -0.6813 0.09
C -2.9491 1.2761 0.0594 -0.0402 0.0874 -0.0223 -0.20
Si -1.7854 -0.2153 0.2400 -0.0283 0.0832 -0.0353 0.42
C -2.7459 -1.6033 -0.5760 -0.0486 -0.1343 -0.1349 -0.19
C -1.6654 -0.5769 2.0714 -0.0426 0.0074 0.1577 -0.17
C -0.1203 0.0815 -0.5289 0.2483 -0.2762 -0.0442 -0.44
C 0.0970 -0.4914 -1.8766 -0.1181 0.0632 -0.0176 -0.42
C -0.7773 -0.5187 -2.9687 0.0168 0.0510 0.0743 -0.05
C -0.3745 -1.1255 -4.1413 0.0137 -0.0260 -0.0313 -0.08
C 0.8820 -1.7128 -4.2145 0.0195 0.0568 -0.0022 -0.09
C 1.6913 -1.6774 -3.0942 0.0671 0.0433 -0.0146 -0.18
N 1.3141 -1.0603 -1.9781 -0.2426 -0.2078 0.1602 -0.03
Si 0.5149 1.8164 -0.4963 -0.1727 0.1310 -0.2378 0.40
C 0.1851 2.7287 1.1149 0.0315 0.0073 0.1476 -0.20
C 2.3226 1.9782 -0.9840 0.1827 -0.0349 0.0305 -0.19
C -0.3641 2.8452 -1.8314 -0.0578 0.1152 -0.0111 -0.19
H -3.9277 1.0346 0.4889 0.0254 -0.0128 -0.0015 0.02
H -3.0997 1.5234 -0.9962 -0.0202 -0.0059 0.0212 0.01
H -2.5762 2.1722 0.5608 -0.0099 0.0093 -0.0045 0.01
H -3.5120 -1.9593 0.1205 -0.0008 0.0192 -0.0030 0.03
H -2.1077 -2.4498 -0.8335 -0.0103 -0.0202 0.0150 -0.04
H -3.2509 -1.2714 -1.4879 -0.0020 -0.0091 0.0268 0.02
H -1.7510 -1.6516 2.2498 0.0443 0.0001 0.0073 0.03
H -2.4500 -0.0646 2.6386 -0.0015 -0.0485 -0.0270 0.03
H -0.7011 -0.2661 2.4667 0.0156 0.0446 0.0156 -0.01
H -1.7508 -0.0555 -2.8753 -0.0124 -0.0196 -0.0074 0.10
H -1.0425 -1.1571 -4.9952 0.0004 0.0132 0.0014 0.10
H 1.2227 -2.2177 -5.1082 -0.0050 -0.0041 0.0087 0.09
H 2.6623 -2.1551 -3.0724 -0.0055 -0.0315 0.0220 0.00
H 1.0924 2.7996 1.7164 -0.0111 -0.0012 -0.0039 0.00
H -0.5690 2.2287 1.7261 0.0171 0.0059 0.0293 0.01
H -0.1701 3.7412 0.8980 -0.0081 -0.0160 0.0194 0.03
H 2.9738 1.2339 -0.5205 0.0087 0.0217 0.0190 -0.01
H 2.6961 2.9686 -0.7015 -0.0302 0.0107 -0.0608 0.03
H 2.4225 1.8652 -2.0671 0.0163 0.0046 0.0047 0.03
H -1.4099 3.0282 -1.5687 0.0323 -0.0029 -0.0301 0.01
H -0.3411 2.3398 -2.8014 0.0145 0.0074 0.0202 0.02
H 0.1274 3.8185 -1.9488 -0.0158 -0.0317 0.0072 0.02
Se 0.5498 -3.3463 0.5045 -0.1716 -0.0258 0.0205 -0.06
Se 0.0019 -4.3527 -1.4289 -0.0037 0.0114 -0.1014 -0.12
Te 4.7004 -3.4193 -1.5297 -0.0371 0.0221 -0.0074 0.02
Se 3.8151 -2.1468 0.3612 0.9038 -0.2820 0.2439 -0.25
S 0.0738 1.2711 7.3490 0.0175 -0.0055 -0.0175 0.43
C 0.5552 0.4412 5.9959 -0.0437 0.0253 0.0188 -1.55
S 0.5122 -1.2640 5.8441 -0.0832 -0.0775 0.0867 0.86
C 1.1684 -1.4477 4.2158 0.0119 0.3205 -0.1324 -1.20
C 1.4711 -0.2095 3.5956 0.0742 -0.4332 0.1601 -1.12
S 2.1845 0.0773 2.0980 -0.0302 0.0906 0.2451 0.57
S 1.1337 1.2052 4.5718 0.0657 0.1259 -0.0202 0.87
S 1.3876 -2.9760 3.6208 0.0818 0.0143 0.0867 0.54

No. 3
115
Properties=species:S:1:pos:R:3:forces:R:3:lowdin_charge:R:1 method="wB97M-V/def2-TZVPD" e_lumo_ev=-1.20 orbital_gap_ev=8.38
C 1.4838 -2.9716 -4.1622 0.0000 0.0034 0.1829 -0.07
C 1.6482 -1.4487 -4.2184 -0.2493 -0.0081 -0.0149 -0.16
C 1.9558 -0.6765 -2.8970 0.1677 -0.2462 0.0308 -0.29
C 0.6579 -0.7347 -2.0748 0.2907 0.0302 0.0477 -0.06
C 0.7315 -0.7943 -0.5745 -0.2138 0.8031 -0.2838 -0.35
C -0.4391 -1.3107 0.1202 1.3555 -2.1942 0.5576 0.02
O 0.8726 -2.0777 -0.0319 -0.6490 0.2444 0.0783 -0.08
C 2.3651 0.7490 -3.3832 -0.0106 0.1168 -0.2659 -0.23
C 2.0723 1.9588 -2.4563 -0.1092 -0.1118 0.1912 -0.11
C 3.2405 2.8486 -2.1417 -0.0175 -0.0529 -0.4619 -0.26
N 3.6193 3.2412 -1.0087 0.0704 0.0783 0.4161 0.12
N 3.7671 0.5475 -3.7664 -0.3608 -0.1592 0.5462 0.13
C 4.2505 -0.6846 -3.3361 -0.4474 0.3678 -0.0063 -0.44
O 5.2446 -1.2119 -3.7251 0.8557 -0.2920 -0.0681 0.15
C 3.2863 -1.1826 -2.2639 -0.0456 0.2281 0.0860 -0.34
O 3.4170 -2.5586 -2.0756 -0.1036 -0.1830 -0.2700 0.05
C 3.7861 -0.4123 -0.9877 -0.0476 -0.0752 0.0901 -0.04
C 3.7676 -1.1924 0.3320 0.0315 -0.0842 0.0726 -0.05
C 5.0896 -1.8103 0.7361 0.2440 -0.1241 -0.1317 -0.59
F 5.0887 -2.0866 2.0652 0.0132 -0.0016 -0.3451 0.11
F 6.1356 -0.9748 0.5141 -0.2687 -0.2815 0.1256 0.12
F 5.3640 -2.9667 0.0936 -0.0628 0.4745 0.2725 0.14
H 2.4198 -3.4887 -4.3616 -0.0087 0.0085 0.0323 0.08
H 0.7327 -3.2982 -4.8833 0.0970 0.0135 -0.0748 0.08
H 1.1280 -3.3106 -3.1855 -0.0533 0.0036 -0.0734 0.05
H 2.3885 -1.1770 -4.9732 -0.0016 -0.0909 -0.0122 0.12
H 0.6955 -1.0276 -4.5626 0.1098 0.0652 -0.0277 0.12
H 0.1427 -1.6561 -2.3553 -0.2095 0.1336 -0.0506 0.12
H 0.0253 0.1133 -2.3560 -0.0706 -0.0793 -0.0864 0.14
H 1.2868 -0.0113 -0.0618 0.0324 -0.0673 0.0368 0.13
H -0.5596 -1.1833 1.1863 -0.3798 0.5870 -0.0970 0.11
H -1.1882 -1.8869 -0.4074 -0.3105 0.5086 -0.1392 0.11
H 1.7781 0.9036 -4.2953 0.1366 0.1501 0.0187 0.14
H 1.6224 1.6391 -1.5120 0.0029 0.0517 -0.0645 0.10
H 1.3247 2.5902 -2.9471 0.0100 -0.0372 0.0216 0.12
H 3.8011 3.2349 -2.9986 -0.0397 0.0016 -0.0201 0.11
H 3.0366 2.8371 -0.2692 0.0126 0.0373 0.0252 0.05
H 4.4215 1.3081 -3.8328 0.0074 -0.0102 -0.3869 0.13
H 2.6131 -2.8946 -1.6631 0.0084 0.0229 0.0805 0.09
H 4.8124 -0.0851 -1.1660 -0.0426 0.0304 0.0051 0.13
H 3.2096 0.4958 -0.8449 0.0563 -0.0027 -0.0452 0.08
H 3.5078 -0.5192 1.1526 0.0333 -0.0018 -0.0548 0.14
H 3.0300 -1.9925 0.3376 0.0599 0.0497 0.0733 0.11
C -0.1542 3.5891 6.1009 -0.0847 -0.0140 0.0097 -0.06
C 0.1711 4.6081 6.9895 0.0357 0.0087 -0.0119 -0.05
C 0.9552 5.6713 6.5730 -0.0451 -0.0170 0.0243 0.00
C 1.4152 5.7235 5.2627 0.0031 0.0221 -0.0167 -0.08
C 1.0874 4.7003 4.3701 0.0264 -0.0040 -0.0287 -0.08
C 0.3019 3.6358 4.7948 -0.0413 -0.0219 0.0237 -0.01
C 1.5765 4.7193 2.9622 0.0424 0.0247 0.0342 -0.28
O 1.2875 3.8341 2.1823 0.0008 -0.0325 -0.0156 0.09
C 2.4451 5.8590 2.5519 -0.0812 -0.0520 0.0012 -0.08
C 2.9409 5.8791 1.2563 0.0703 -0.0133 -0.0873 0.00
C 3.7638 6.9123 0.8436 -0.0286 0.0374 0.0396 -0.05
C 4.0775 7.9421 1.7243 -0.0093 -0.0014 0.0063 -0.05
C 3.5770 7.9333 3.0164 0.0317 0.0118 -0.0401 0.00
C 2.7636 6.8888 3.4382 -0.0082 -0.0079 0.0382 -0.08
C 2.2498 6.8865 4.8383 -0.0060 -0.0254 -0.0307 -0.28
O 2.5000 7.7925 5.6032 0.0046 0.0073 0.0104 0.11
H -0.7787 2.7648 6.4199 -0.0027 0.0000 -0.0073 0.11
H -0.1883 4.5709 8.0095 -0.0004 -0.0035 0.0023 0.11
H 1.2190 6.4726 7.2495 0.0124 0.0157 -0.0168 0.12
H 0.0524 2.8540 4.0904 0.0037 0.0050 -0.0169 0.12
H 2.6860 5.0698 0.5878 0.0248 0.0242 -0.0204 0.09
H 4.1609 6.9136 -0.1627 0.0043 -0.0027 -0.0006 0.11
H 4.7168 8.7534 1.4016 0.0054 -0.0005 0.0002 0.11
H 3.8119 8.7253 3.7141 -0.0088 -0.0084 0.0194 0.12
C -3.5712 5.6797 3.0931 0.0037 -0.0068 0.0027 -0.05
C -4.4966 5.8052 2.0625 -0.0028 -0.0074 -0.0053 -0.05
C -5.2441 4.7115 1.6603 0.0146 0.0526 -0.0001 0.00
C -5.0661 3.4831 2.2850 -0.0249 -0.0315 0.0054 -0.08
C -4.1336 3.3559 3.3157 0.0149 -0.0343 -0.0098 -0.08
C -3.3892 4.4586 3.7191 0.0086 0.0415 -0.0078 0.00
C -3.9000 2.0464 3.9888 0.0107 0.0931 -0.0660 -0.27
O -3.0947 1.9451 4.8898 0.0679 -0.0850 0.0731 0.10
C -4.6783 0.8706 3.5055 -0.0026 0.0341 0.0139 -0.08
C -4.4492 -0.3721 4.0839 -0.0152 -0.0501 0.0064 0.00
C -5.1673 -1.4758 3.6566 0.0100 0.0035 0.0036 -0.06
C -6.1211 -1.3424 2.6534 -0.0044 0.0071 -0.0058 -0.06
C -6.3526 -0.1070 2.0729 -0.0059 -0.0514 0.0039 0.00
C -5.6302 1.0030 2.4932 0.0107 0.0299 -0.0129 -0.08
C -5.8862 2.3199 1.8380 0.0312 0.0027 0.0317 -0.28
O -6.7248 2.4367 0.9712 -0.0045 -0.0037 -0.0177 0.11
H -2.9900 6.5370 3.4066 0.0045 0.0033 -0.0023 0.11
H -4.6331 6.7600 1.5720 -0.0026 0.0058 0.0055 0.11
H -5.9700 4.7907 0.8628 -0.0117 -0.0215 0.0030 0.12
H -2.6704 4.3414 4.5191 -0.0029 -0.0169 -0.0040 0.11
H -3.7073 -0.4548 4.8663 0.0039 0.0249 0.0062 0.12
H -4.9866 -2.4433 4.1061 -0.0050 -0.0027 0.0018 0.11
H -6.6841 -2.2059 2.3245 0.0022 -0.0047 0.0000 0.11
H -7.0890 0.0163 1.2909 0.0043 0.0236 -0.0065 0.12
C 1.5410 -8.0976 -1.7857 -0.0053 -0.0050 -0.0063 -0.05
C 1.5202 -6.7668 -1.3828 -0.0137 -0.0032 0.0107 -0.05
C 0.4851 -5.9386 -1.7811 0.0473 0.0334 0.0347 -0.01
C -0.5284 -6.4325 -2.5942 -0.0235 0.0619 -0.0129 -0.08
C -0.5012 -7.7659 -3.0061 -0.0181 0.0024 -0.0366 -0.08
C 0.5335 -8.5967 -2.5936 0.0438 -0.0003 0.0226 0.00
C -1.5587 -8.3197 -3.8999 -0.0039 0.0313 0.0217 -0.28
O -1.5481 -9.4809 -4.2455 0.0016 -0.0096 -0.0054 0.11
C -2.6306 -7.3873 -4.3589 0.0247 -0.0055 0.0172 -0.08
C -3.6060 -7.8631 -5.2264 -0.0474 0.0136 -0.0238 0.00
C -4.6139 -7.0201 -5.6624 0.0071 -0.0118 -0.0006 -0.06
C -4.6554 -5.6989 -5.2310 0.0049 0.0093 0.0096 -0.06
C -3.6856 -5.2191 -4.3676 -0.0396 0.0023 -0.0310 0.00
C -2.6680 -6.0592 -3.9312 0.0239 -0.0054 0.0178 -0.08
C -1.6257 -5.5144 -3.0147 0.0552 -0.0700 -0.0144 -0.28
O -1.6644 -4.3629 -2.6331 0.0075 0.0955 0.0271 0.09
H 2.3483 -8.7450 -1.4700 0.0062 0.0034 -0.0010 0.11
H 2.3124 -6.3776 -0.7568 0.0039 0.0005 0.0013 0.11
H 0.4488 -4.9023 -1.4703 -0.0367 -0.0048 0.0169 0.11
H 0.5355 -9.6277 -2.9196 -0.0188 0.0010 -0.0175 0.12
H -3.5585 -8.8941 -5.5487 0.0196 -0.0089 0.0157 0.12
H -5.3707 -7.3916 -6.3406 -0.0055 0.0010 0.0012 0.11
H -5.4462 -5.0433 -5.5711 -0.0019 -0.0002 -0.0045 0.11
H -3.7001 -4.1946 -4.0224 0.0218 0.0036 0.0113 0.12